Below is C19H22N4O3S as an isolated structure at a distorted geometry, with properties calculated with ωB97M-V/def2-TZVPD.

XYZ file:
```
49
Properties=species:S:1:pos:R:3:nbo_charge:R:1
C 6.01912 0.73983 1.09964 -0.631
C 4.71241 1.03169 0.52608 -0.053
O 4.11602 -0.09845 0.14253 -0.516
C 2.72897 -0.21290 -0.30289 0.294
C 1.92253 0.78690 -0.57712 -0.309
C 0.53685 0.77597 -0.82328 0.142
C -0.04759 -0.51112 -1.04422 0.346
C 0.80298 -1.49633 -1.18234 -0.332
C 2.06929 -1.39290 -0.69017 -0.185
H 2.76434 -2.34870 -0.47933 0.218
H 0.37023 -2.29663 -1.26030 0.198
O -1.37828 -0.26554 -1.72559 -0.612
C -1.83477 -1.73078 -2.23493 -0.050
C -1.32662 -1.83413 -3.47348 -0.599
H -0.28786 -2.12822 -3.62225 0.235
H -1.61142 -1.14085 -4.08058 0.219
H -1.82520 -2.97635 -3.80615 0.200
H -2.96286 -1.37556 -2.09018 0.210
H -1.61179 -2.26560 -1.47605 0.176
N -0.28443 2.02927 -0.82884 -0.615
C -0.30046 2.98217 -0.11845 0.662
O 0.59430 3.47188 0.73655 -0.702
C -1.59208 3.83731 0.17811 -0.584
H -1.63976 4.28594 1.25727 0.290
H -1.70602 4.62782 -0.91894 0.264
S -2.98772 2.69783 0.02304 0.135
C -2.47247 1.08581 0.86797 0.372
N -1.30044 1.38538 1.45948 -0.476
C -1.25272 -0.12808 1.94340 0.129
C -0.09913 -0.82099 2.50599 -0.262
C -0.29383 -2.03988 2.50757 -0.196
C -1.49755 -2.79189 1.96759 0.022
N -2.44388 -2.09311 1.53300 -0.426
C -2.32603 -0.95651 1.37470 0.289
N -3.17128 0.00888 0.79996 -0.437
C -4.37967 0.01824 0.24984 -0.370
H -5.18971 0.24879 0.65606 0.199
H -4.54756 -1.24398 0.42095 0.200
H -4.49211 0.30381 -0.76678 0.214
H -1.71116 -3.70810 2.28135 0.185
H 0.54708 -2.83175 3.16905 0.197
H 0.61941 -0.20400 3.00764 0.248
H -1.24339 1.71211 -1.34462 0.457
H 2.21749 1.79845 -0.13640 0.262
H 3.87232 1.58904 1.25162 0.156
H 4.74852 1.64699 -0.35246 0.169
H 6.01410 -0.03434 1.91613 0.231
H 6.66899 0.10782 0.26471 0.206
H 6.49286 1.75473 1.19511 0.231
```

The value obtained for the LUMO energy is 0.018 Eh. For the energy above the lowest of the compared OMol25 structures with the same formula, charge and spin, the calculation gives 424.4 kcal/mol. The total energy is -42981.58305 eV.


Below is a 2-piece molecular cluster, C7H18BF2O5S2 overall at a distorted geometry, with properties calculated with ωB97M-V/def2-TZVPD.

XYZ file:
```
35
Properties=species:S:1:pos:R:3:nbo_charge:R:1
C 5.92528 0.12009 -0.81248 -0.279
O 4.52021 0.47298 -0.98428 -0.694
B 4.34633 1.55710 -1.84229 0.951
O 5.15469 1.85773 -2.93938 -0.829
S 2.87022 2.73368 -1.54312 0.970
F 3.43569 3.99166 -0.63609 -0.387
C 1.63181 1.87779 -0.46271 -0.594
C 0.61300 0.99005 -1.27789 0.202
C 1.15380 -0.41568 -1.71660 -0.671
F -0.49460 0.75861 -0.43825 -0.340
H 6.43995 0.95600 -0.26323 0.203
H 6.46291 -0.08133 -1.77655 0.217
H 5.95334 -0.80379 -0.17325 0.227
H 4.73664 2.51674 -3.52317 0.518
H 2.13111 1.35769 0.39520 0.285
H 1.02849 2.71722 0.00049 0.299
H 0.21511 1.52915 -2.18395 0.198
H 2.23349 -0.42038 -2.02616 0.216
H 0.56717 -0.71324 -2.63228 0.248
H 1.04083 -1.20352 -0.91973 0.262
O -3.85105 -1.10133 3.80812 -0.929
S -4.49456 -1.72152 2.68342 2.365
O -4.19392 -3.07114 2.29332 -0.926
O -4.33142 -0.76062 1.39596 -0.717
C -3.01022 -0.38239 1.00246 -0.075
C -2.26501 -1.52575 0.33874 -0.645
C -6.24672 -1.56874 2.86101 -0.882
H -2.45447 0.00645 1.86064 0.193
H -3.11790 0.43744 0.29053 0.191
H -2.08245 -2.33994 1.04115 0.232
H -1.30287 -1.19021 -0.03927 0.204
H -2.84833 -1.93772 -0.48755 0.219
H -6.48999 -0.54074 3.12058 0.253
H -6.55405 -2.24216 3.66000 0.261
H -6.72253 -1.86020 1.92662 0.255
```

The value obtained for the LUMO energy is -0.234 Eh. The total energy is -45563.14712 eV. As for the total charge: +1.


Below is an isolated molecule of C3H3I at a distorted geometry, with properties calculated with ωB97M-V/def2-TZVPD.

XYZ file:
```
7
Properties=species:S:1:pos:R:3:nbo_charge:R:1
C 0.09043 0.35370 0.60578 -0.165
C 0.60342 -0.01394 2.22432 -0.100
C 0.16491 0.13844 -0.84584 -0.746
I -1.55613 -0.58572 1.83848 0.275
H 0.70713 0.92594 -1.46331 0.259
H -0.75694 0.02108 -1.27768 0.244
H 0.74718 -0.83949 -1.08174 0.233
```

The value obtained for the LUMO energy (spin up / spin down) is -0.012 / -0.003 Eh. For the energy above the lowest of the compared OMol25 structures with the same formula, charge and spin, the calculation gives 110.0 kcal/mol. The total energy is -11253.03855 eV.


Below is C26H27N6NaO2PS2 as an isolated structure, with properties calculated with ωB97M-V/def2-TZVPD.

XYZ file:
```
65
Properties=species:S:1:pos:R:3:nbo_charge:R:1
Na 0.17520 -0.22870 -0.04654 0.836
C 2.38213 2.16751 -3.12472 -0.283
C 2.01091 1.26483 -2.12061 0.000
N 0.78370 1.20194 -1.64333 -0.458
C -0.18613 2.02183 -2.11464 0.217
C 0.10110 2.96971 -3.14238 -0.086
C 1.42470 3.00995 -3.62422 -0.175
C -0.91255 3.82910 -3.64173 -0.380
C -2.17558 3.72310 -3.09480 -0.168
C -2.50777 2.81750 -2.08553 -0.379
C -1.55570 1.90912 -1.52164 0.199
N -1.69585 1.03179 -0.55292 -0.616
C -2.83791 0.65411 0.14838 0.076
C -4.18523 1.03138 -0.10078 -0.304
C -5.24049 0.56029 0.66943 -0.244
C -5.02869 -0.31140 1.73442 -0.320
C -3.72122 -0.75703 2.02557 -0.083
C -3.43939 -1.68106 3.07643 -0.326
C -2.10997 -2.06551 3.33463 -0.315
C -1.10776 -1.55704 2.54212 -0.033
N -1.33052 -0.69479 1.51348 -0.640
C -2.61344 -0.28073 1.24264 0.228
H 3.40172 2.18678 -3.49087 0.193
H 2.72803 0.56070 -1.70282 0.196
H 1.66803 3.72761 -4.40251 0.185
H -0.68039 4.54412 -4.42417 0.180
H -2.96071 4.37856 -3.46139 0.180
H -3.51681 2.84317 -1.71968 0.195
H -4.43454 1.67843 -0.92358 0.186
H -6.24957 0.88195 0.42245 0.175
H -5.85870 -0.68789 2.32620 0.175
H -4.26339 -2.05906 3.67463 0.171
H -1.86574 -2.76724 4.12584 0.182
H -0.07106 -1.84543 2.70703 0.174
C 3.13160 -5.91864 -2.59057 -0.617
C 2.01718 -4.92098 -2.35418 -0.065
O 2.49751 -3.95222 -1.43342 -0.843
P 1.40803 -3.12392 -0.52330 1.600
S 2.53266 -1.88987 0.53826 -0.743
S -0.12989 -2.60576 -1.61652 -0.663
O 0.85754 -4.31959 0.43391 -0.843
C 1.72902 -4.96172 1.36229 -0.065
C 1.17288 -4.78962 2.76056 -0.627
H 2.81609 -6.67896 -3.31364 0.190
H 3.40546 -6.41471 -1.65582 0.201
H 4.01953 -5.41365 -2.97945 0.202
H 1.12628 -5.41750 -1.96347 0.183
H 1.72843 -4.42528 -3.28317 0.181
H 2.73283 -4.54118 1.29892 0.196
H 1.78416 -6.02019 1.08905 0.152
H 1.29211 -3.75521 3.08719 0.227
H 1.69425 -5.44902 3.46492 0.182
H 0.10656 -5.02543 2.77322 0.217
N -1.44990 3.52606 4.00280 -0.803
C -0.30337 3.17972 3.30750 0.341
C -0.33491 2.13112 2.36495 -0.012
N 0.72211 1.81454 1.67743 -0.355
C 1.83877 2.52386 1.86774 -0.059
C 1.86274 3.54485 2.79657 -0.015
N 0.79673 3.87065 3.52699 -0.479
H -2.14314 2.79657 4.06983 0.391
H -1.25465 3.98344 4.87898 0.374
H -1.23396 1.54138 2.18266 0.242
H 2.71067 2.26103 1.27817 0.197
H 2.76672 4.11861 2.97001 0.175
```

As for the spin multiplicity: 2. The value obtained for the LUMO energy (spin up / spin down) is 0.144 / 0.143 Eh. The total energy is -75816.65049 eV. As for the total charge: -2.


Below is a 2-piece molecular cluster, CHIS2 overall at a distorted geometry, with properties calculated with ωB97M-V/def2-TZVPD.

XYZ file:
```
5
Properties=species:S:1:pos:R:3:nbo_charge:R:1
C 0.14500 -0.13913 -0.16036 -0.543
S 0.39368 1.16144 0.96676 0.163
S 0.50227 1.27495 -1.11407 0.176
I 1.33728 -1.99432 -0.02836 0.173
H -2.37823 -0.30294 0.33603 0.030
```

The value obtained for the LUMO energy (spin up / spin down) is -0.024 / -0.059 Eh. For the energy above the lowest of the compared OMol25 structures with the same formula, charge and spin, the calculation gives 117.3 kcal/mol. The total energy is -30818.92682 eV.


Below is C3H4N2S as an isolated structure at a distorted geometry, with properties calculated with ωB97M-V/def2-TZVPD.

XYZ file:
```
10
Properties=species:S:1:pos:R:3:nbo_charge:R:1
C 0.39377 -2.22352 -0.37675 -0.356
C 0.67379 -1.19092 0.18408 0.130
C -0.09502 1.40797 0.18356 0.230
N -1.18069 0.87223 -0.31866 -0.790
N 0.86097 -0.09555 0.87411 -0.688
S 0.50583 2.86358 0.35873 -0.007
H 0.20291 -3.16943 -0.77892 0.236
H -1.25887 -0.14021 -0.33659 0.431
H -1.91613 1.43255 -0.72383 0.419
H 1.81344 0.24330 0.93428 0.395
```

The value obtained for the LUMO energy is 0.016 Eh. For the energy above the lowest of the compared OMol25 structures with the same formula, charge and spin, the calculation gives 80.5 kcal/mol. The total energy is -16987.99950 eV.


Below is an isolated molecule of C7H13N at a distorted geometry, with properties calculated with ωB97M-V/def2-TZVPD.

XYZ file:
```
21
Properties=species:S:1:pos:R:3:nbo_charge:R:1
C -1.17372 -0.32473 1.99313 -0.408
C -1.03709 -0.82413 0.79023 -0.003
C -1.46926 -2.27407 0.31228 -0.628
C -0.36778 -0.07832 -0.34280 0.036
C -1.25347 0.29702 -1.36155 -0.432
C 1.13108 0.19661 -0.24811 -0.475
C 1.47093 1.46104 -1.00870 -0.239
N 2.44513 2.29915 -0.13951 -0.806
H -1.65352 -0.88742 2.77784 0.190
H -0.92535 0.61423 2.42011 0.203
H -1.88203 -2.32335 -0.67855 0.216
H -0.69737 -2.96994 0.35234 0.215
H -2.12492 -2.72061 0.95623 0.210
H -2.22173 -0.08746 -1.54870 0.202
H -0.87668 0.64593 -2.24124 0.178
H 1.51506 0.38707 0.84441 0.217
H 1.60910 -0.78467 -0.40662 0.236
H 1.95857 1.28299 -1.89731 0.192
H 0.62638 1.95781 -1.39146 0.207
H 1.76247 2.48162 0.78916 0.344
H 3.16420 1.65125 0.02883 0.344
```

The value obtained for the LUMO energy is 0.033 Eh. The SMILES is C=C(C)C(=C)CCN. For the energy above the lowest of the compared OMol25 structures with the same formula, charge and spin, the calculation gives 81.3 kcal/mol. The total energy is -8956.40532 eV.


Below is a 9-piece molecular cluster, H17O9 overall at a distorted geometry, with properties calculated with ωB97M-V/def2-TZVPD.

XYZ file:
```
26
Properties=species:S:1:pos:R:3:nbo_charge:R:1
O -0.90992 2.91751 1.07590 -0.965
H -0.32750 2.59199 0.38467 0.476
H -0.56725 2.64347 1.92942 0.487
O -1.34506 -0.66192 -2.73079 -0.978
H -0.83887 -0.15318 -2.07123 0.506
O 2.22540 -2.36520 -1.30663 -0.958
H 1.83948 -2.44158 -0.42071 0.496
H 1.43764 -2.49387 -1.84681 0.462
O 0.81667 -0.06068 -1.10764 -1.078
H 1.75770 -0.18605 -0.93078 0.484
H 0.47078 -0.26365 -0.13539 0.512
O 1.89444 -1.17090 1.46272 -1.053
H 2.05278 -0.95974 2.39219 0.450
H 0.92327 -0.75298 1.43621 0.500
O 2.71481 2.02486 -0.48848 -0.963
H 3.28992 1.58342 -1.11926 0.457
H 1.84552 1.62171 -0.67272 0.489
O -0.45224 -0.49463 1.01841 -1.220
H -1.11215 -1.18814 0.95146 0.457
H -0.66341 -0.91835 -3.35187 0.462
O -2.92214 -0.94953 0.03274 -0.961
H -2.03586 -0.77334 -0.31505 0.488
H -3.46619 -1.03299 -0.75609 0.465
O -2.30052 1.22909 2.62365 -0.991
H -1.66769 0.65887 2.13367 0.505
H -2.65962 1.59582 1.81243 0.470
```

The value obtained for the LUMO energy is 0.120 Eh. For the energy above the lowest of the compared OMol25 structures with the same formula, charge and spin, the calculation gives 29.0 kcal/mol. The total energy is -18705.26873 eV. As for the total charge: -1.